[1]
# C5H13N2

2 unconnected molecules or ions with the total composition C5H13N2 in a non-equilibrium geometry (ωB97M-V/def2-TZVPD, OMol25).

```
20
Properties=species:S:1:pos:R:3:mulliken_charge:R:1
C 0.144 0.146 1.625 -0.70
C -1.085 -0.717 1.379 -0.83
C -0.113 -0.568 0.235 0.96
C -0.683 0.472 -0.758 -0.04
N -0.622 0.046 -2.062 -0.38
C 0.739 -1.790 -0.006 -1.43
N 1.335 2.006 -0.118 -0.53
H -0.164 1.151 1.705 0.34
H 0.722 -0.109 2.492 0.41
H -2.042 -0.187 1.363 0.23
H -1.293 -1.676 1.868 0.30
H -1.755 0.753 -0.455 0.28
H -1.487 -0.067 -2.583 0.29
H -0.103 0.666 -2.687 0.34
H 1.783 -1.520 0.141 0.30
H 0.611 -2.262 -1.012 0.38
H 0.460 -2.697 0.539 0.39
H 1.360 3.013 -0.251 0.23
H 0.380 1.403 -0.443 0.27
H 2.298 1.687 -0.164 0.20
```

Output
- net charge = +1
- LUMO (eV) = -7.36
- frontier orbital gap (eV) = 6.503

[2]
# C5H13N2

A gas-phase ion, C5H13N2 (charge +1) in a non-equilibrium geometry (ωB97M-V/def2-TZVPD, OMol25).

```
20
Properties=species:S:1:pos:R:3:mulliken_charge:R:1
C -2.295 0.348 1.187 -1.41
C -1.263 -0.135 0.201 0.51
C 0.016 0.759 0.213 -0.59
C 0.990 0.454 -0.816 -0.16
C 2.312 -0.051 -0.491 -0.58
N 2.340 -1.183 0.394 -0.49
N -1.838 -0.104 -1.162 -0.63
H -1.939 0.366 2.222 0.37
H -2.619 1.357 0.919 0.36
H -3.175 -0.295 1.178 0.37
H -0.942 -1.151 0.456 0.22
H -0.308 1.795 0.084 0.39
H 0.482 0.634 1.192 0.50
H 1.067 1.114 -1.687 0.41
H 2.920 -0.180 -1.397 0.42
H 1.677 -1.910 0.173 0.20
H 3.264 -1.572 0.506 0.25
H -2.345 -0.966 -1.344 0.29
H 2.757 0.820 0.031 0.32
H -1.099 -0.102 -1.857 0.24
```

Output
- net charge = +1
- LUMO (eV) = -7.22
- frontier orbital gap (eV) = 6.628

[3]
# C5H13N2

2 unconnected molecules or ions with the total composition C5H13N2 in a non-equilibrium geometry (ωB97M-V/def2-TZVPD, OMol25).

```
20
Properties=species:S:1:pos:R:3:mulliken_spin:R:1
C -0.423 -1.295 -2.222 0.85
C -0.318 -1.288 -0.896 0.32
C 0.196 2.744 -0.788 0.00
C -0.178 1.253 -1.208 0.02
C -0.173 -0.023 -0.319 0.32
N -0.064 0.118 0.970 0.44
N 0.378 -2.038 2.723 0.00
H -0.590 -2.327 -2.699 0.00
H -0.641 -0.352 -2.588 0.08
H -0.140 -2.093 -0.248 0.00
H 0.511 3.294 -1.716 0.00
H -0.494 3.250 -0.141 0.00
H 1.085 2.728 -0.211 0.00
H -1.238 1.250 -1.653 0.01
H 0.595 1.049 -1.935 0.00
H -0.148 0.926 1.563 -0.02
H 1.290 -2.226 2.977 0.00
H -0.012 -1.683 3.640 0.00
H -0.087 -2.872 2.572 0.00
H 0.065 -0.810 1.463 -0.02
```

Output
- net charge = +1
- 2S+1 = 3
- <S²> = 2.010
- LUMO (alpha / beta) (eV) = -2.64 / -7.93
- frontier orbital gap (alpha / beta) (eV) = 8.727 / 6.970

Computed ΔE to the lowest compared entry with this formula, charge and spin (kJ/mol) in order:
702.8; 405.0; 0.0